2 unconnected molecules or ions with the total composition C4H10N3O at a distorted geometry. Source: OMol25; level of theory: wB97M-V/def2-TZVPD.

CARTESIAN COORDINATES (ANGSTROEM)
C: -2.6718 -1.3671 -0.1278
C: -1.3900 -1.9857 -0.2482
C: -0.4745 0.1965 0.0754
C: -1.9662 2.1254 -0.0775
N: -2.7591 -0.1118 -0.0914
N: -1.6737 0.6590 -0.0905
N: 3.1987 -0.0208 -0.1774
O: 0.6790 0.5795 0.3005
H: -3.5453 -2.0025 0.0413
H: -1.0777 -2.7737 0.5006
H: -0.9817 -2.2258 -1.1898
H: -3.0019 2.2005 0.3516
H: -1.2576 2.7606 0.3520
H: -2.0864 2.1809 -1.2126
H: 3.0909 -0.7999 -0.8985
H: 4.1366 -0.1155 0.2371
H: 3.1744 0.8673 -0.6482
H: 2.3794 0.1513 0.5141

The energy relative to the best compared isomer or geometry (same formula, charge and spin) comes out at 386.0 kJ/mol. Its HOMO-LUMO gap (spin up / spin down) is 8.19 / 8.19 eV. The calculation puts the lowest unoccupied orbital energy (spin up / spin down) at -3.68 / -3.68 eV. As for the calculated total energy: -397.53225 hartree. Its maximum force is 4.965 eV/Å. Its net charge is +1. As for the multiplicity: 1.

Atomic partial charges in e from the Mulliken method, atoms 1 to 6: atom 1 (C): 0.19, atom 2 (C): -0.82, atom 3 (C): 0.38, atom 4 (C): -0.89, atom 5 (N): -0.81, atom 6 (N): 0.64